Record 1
{"formula": "C3H8N3O", "method": "ωB97M-V/def2-TZVPD", "homo_lumo_gap_ev": 10.48, "multiplicity": 1, "smiles": "CN1CNC(=[NH2+])O1", "total_charge": 1, "lumo_ev": -3.2, "species": ["C", "C", "C", "N", "N", "N", "O", "H", "H", "H", "H", "H", "H", "H", "H"], "coordinates": [[0.74769, -0.63163, -0.78546], [0.51424, 0.30269, 1.31376], [-1.87841, 1.05368, 0.45022], [-0.44565, 1.03034, 0.14263], [1.22886, -0.68662, 0.44809], [1.11540, -1.24335, -1.91010], [-0.05400, 0.35976, -0.98880], [1.27924, 1.07745, 1.57952], [-0.08267, -0.06862, 2.05899], [-2.17307, 0.97681, -0.54515], [-2.29438, 0.17838, 0.96453], [-2.15523, 1.85891, 1.12178], [1.77391, -1.45389, 0.86706], [1.73376, -2.02122, -2.02691], [0.69030, -0.73269, -2.69015]], "forces_ev_per_angstrom": [[1.766, -0.362, -0.235], [1.377, 3.149, -4.760], [0.947, -1.981, 0.575], [3.060, 0.356, 5.752], [-1.102, -0.553, 1.029], [-1.136, 1.146, 0.375], [-1.496, -0.590, -1.776], [-1.044, -0.756, 0.301], [-1.238, -1.096, 1.848], [-2.101, 0.879, -1.488], [0.444, -0.465, -0.114], [0.261, 0.745, -0.829], [-0.446, 0.574, -0.672], [0.194, -0.076, 0.119], [0.513, -0.969, -0.127]]}

Record 2
{"formula": "C3H8N3O", "method": "ωB97M-V/def2-TZVPD", "homo_lumo_gap_ev": 10.35, "multiplicity": 1, "smiles": "[NH3+][C@@]1(O)CCN=N1", "total_charge": 1, "lumo_ev": -4.0, "species": ["C", "C", "C", "N", "N", "N", "O", "H", "H", "H", "H", "H", "H", "H", "H"], "coordinates": [[-0.90164, -0.67002, -0.29770], [0.14150, -1.72761, -0.71621], [-0.01663, 0.23126, 0.50259], [1.41659, -1.31984, -0.13817], [1.35937, -0.26235, 0.44654], [0.18154, 1.83245, -0.14375], [-0.27344, 0.42656, 1.83841], [-1.41002, -0.12853, -0.98061], [-1.58892, -1.13474, 0.37691], [-0.22048, -2.68464, -0.28303], [0.43204, -1.85086, -1.83353], [1.05142, 1.79833, -0.69126], [0.05169, 2.45799, 0.63634], [-0.64589, 1.95337, -0.84585], [0.42287, 1.07862, 2.12931]], "forces_ev_per_angstrom": [[2.329, -1.029, 2.222], [-0.253, -0.876, -1.846], [0.948, 1.743, 1.467], [0.236, -1.257, -0.209], [0.409, 1.136, -0.053], [-2.891, -2.802, -2.227], [0.065, 1.374, -0.832], [-1.645, 1.294, -2.661], [-0.623, -0.100, 0.389], [0.866, 0.275, -0.601], [-1.084, 0.089, 1.735], [-0.042, 0.720, 0.690], [0.522, 0.673, -0.074], [1.881, 0.109, 1.623], [-0.717, -1.352, 0.377]]}

Record 3
{"formula": "C3H8N3O", "method": "ωB97M-V/def2-TZVPD", "homo_lumo_gap_ev": [7.65, 7.65], "multiplicity": 1, "total_charge": 1, "lumo_ev": [-6.3, -6.3], "species": ["C", "C", "C", "N", "N", "N", "O", "H", "H", "H", "H", "H", "H", "H", "H"], "coordinates": [[1.81030, 0.91293, 0.20433], [1.43710, -1.13611, -0.46788], [-2.74601, 0.54066, -0.26527], [2.24747, -0.09069, -0.38539], [0.69176, 0.69017, 0.92434], [0.17542, -0.60143, 0.37150], [-0.69683, -0.40052, -0.59049], [2.36534, 1.81877, 0.25643], [1.19303, -1.42249, -1.48874], [1.96515, -2.08435, -0.12426], [-3.02073, 0.29991, -1.33794], [-2.38481, 1.52617, 0.13728], [-2.95500, -0.12034, 0.52646], [-0.10693, 1.29921, 1.10640], [0.02472, -1.23188, 1.13322]], "forces_ev_per_angstrom": [[1.324, 0.359, -0.168], [0.429, -2.888, 0.824], [3.098, 0.153, -1.056], [3.421, 2.029, -1.904], [-2.579, -2.100, 1.128], [2.067, 1.087, -0.600], [-4.133, 0.778, -0.483], [0.075, 0.755, 0.219], [-1.055, 0.541, -0.043], [-1.145, 0.963, 0.737], [0.344, 0.612, 1.591], [-0.607, -0.845, -1.192], [-0.722, -1.018, 0.530], [0.659, 0.112, -0.369], [-1.176, -0.539, 0.786]]}

Record 4
{"formula": "C3H8N3O2", "method": "ωB97M-V/def2-TZVPD", "homo_lumo_gap_ev": [9.07, 9.07], "multiplicity": 1, "total_charge": 1, "lumo_ev": [-3.4, -3.4], "species": ["C", "C", "C", "N", "N", "N", "O", "O", "H", "H", "H", "H", "H", "H", "H", "H"], "coordinates": [[0.80461, 0.89313, 0.05108], [0.57376, -1.53679, 0.58574], [-1.47805, -0.13981, -0.03883], [-0.47847, 0.94675, -0.19632], [1.59308, 1.88421, 0.26876], [-0.60659, -1.39061, -0.37711], [1.40200, -2.28331, -0.14406], [-1.97955, -0.18576, 1.17967], [-2.23348, 0.16289, -0.73226], [-0.85669, 1.81860, -0.38542], [2.60403, 1.64816, 0.59513], [1.43520, 2.82525, 0.02463], [-0.26110, -1.28542, -1.35581], [-1.19338, -2.26391, -0.11664], [2.18615, -2.45588, 0.36660], [-1.29041, -0.51113, 1.77760]], "forces_ev_per_angstrom": [[-0.142, -4.287, 1.341], [0.617, 0.328, -0.390], [3.305, 1.267, -0.627], [0.456, -0.128, -0.500], [3.430, -0.830, 0.733], [-1.776, -0.297, 0.318], [-1.196, 1.119, -0.015], [-0.644, -0.986, 1.146], [-0.687, -0.994, -0.734], [-1.540, 2.068, -0.362], [-2.587, 0.717, -1.075], [-0.397, 1.470, -0.083], [-0.560, -0.796, 0.517], [0.960, 1.487, -1.271], [0.670, -0.318, 0.550], [0.089, 0.180, 0.451]]}

Record 5
{"formula": "C3H8N3O2", "method": "ωB97M-V/def2-TZVPD", "homo_lumo_gap_ev": 10.88, "multiplicity": 1, "smiles": "[NH3+][C@@H]1NC(=O)N[C@H]1O", "total_charge": 1, "lumo_ev": -3.7, "species": ["C", "C", "C", "N", "N", "N", "O", "O", "H", "H", "H", "H", "H", "H", "H", "H"], "coordinates": [[-0.74254, 1.15501, 1.64989], [-0.40810, 0.32224, -0.38212], [-0.32971, -1.04335, 0.77807], [-0.83087, 1.42137, 0.27193], [-0.42721, -0.15978, 1.89284], [1.10268, 0.57293, -1.08360], [-0.94457, 1.94884, 2.49342], [-1.33461, -1.95852, 0.40891], [-1.02982, 0.14834, -1.31757], [0.64313, -1.55756, 0.67157], [-1.32080, 2.24347, -0.01050], [-0.63974, -0.48662, 2.79811], [2.01637, 0.46518, -0.60154], [1.09363, 1.56724, -1.13742], [1.20228, 0.23321, -2.08565], [-1.92920, -2.28952, 1.12328]], "forces_ev_per_angstrom": [[-0.485, 0.162, 0.324], [-0.553, -2.990, -2.411], [-0.283, 2.225, -2.490], [1.253, -1.196, 1.895], [0.034, -1.026, -1.247], [0.491, -0.240, -0.856], [-0.360, 1.342, 1.191], [-0.071, 0.539, 0.933], [1.048, -0.399, 1.117], [-0.364, 0.424, 0.119], [-0.257, 0.232, -0.517], [0.010, -0.313, 1.158], [-0.791, -0.914, 0.133], [-0.222, 1.325, -0.482], [-0.237, 0.158, 1.602], [0.784, 0.670, -0.469]]}

Record 6
{"formula": "C3H8N3S", "method": "ωB97M-V/def2-TZVPD", "homo_lumo_gap_ev": 10.50, "multiplicity": 1, "smiles": "[NH3+]N1CC=N[C@H]1S", "total_charge": 1, "lumo_ev": -3.8, "species": ["C", "C", "C", "N", "N", "N", "S", "H", "H", "H", "H", "H", "H", "H", "H"], "coordinates": [[-0.33510, 1.99730, -0.19933], [0.35708, 0.71312, -0.73100], [-1.20085, 0.24896, 0.91079], [-1.22376, 1.69164, 0.67348], [0.16314, -0.18706, 0.42718], [0.14806, -1.56614, -0.05753], [-2.54699, -0.43896, -0.26356], [-0.31290, 2.98692, -0.75822], [0.10784, 0.25529, -1.70168], [1.38784, 1.05326, -0.74697], [-1.48526, 0.14930, 1.94661], [0.63880, -1.53777, -1.06660], [-0.93044, -1.74338, -0.18540], [0.77938, -2.12509, 0.54958], [-3.45820, -0.60874, 0.68138]], "forces_ev_per_angstrom": [[-2.173, -1.110, -1.528], [1.555, 1.864, 1.114], [-0.607, 1.387, -1.356], [1.141, 0.491, -0.437], [-1.039, 0.027, -0.232], [1.067, 1.063, -2.401], [0.921, 0.176, 0.511], [0.316, -1.225, 1.235], [-0.506, 0.573, 0.168], [0.577, -0.667, -0.375], [0.396, -1.006, 0.247], [-1.438, -0.468, 2.689], [1.152, -0.811, 0.287], [-1.093, -0.031, -0.245], [-0.270, -0.263, 0.325]]}

The evaluated ΔE to the lowest compared entry with this formula, charge and spin for the records listed, in turn: 3.224 3.069 7.608 4.243 0.952 2.905 eV.
The evaluated E for the records listed, in turn: -9749.240 -9749.395 -9744.856 -11795.260 -11798.551 -18536.601 eV.